## A
The following is a quantum chemistry calculation of 3 unconnected molecules or ions with the total composition C6H18O2, from the Open Molecules 2025 dataset.

The SMILES is CCCCCC.O.O. For the LUMO energy, the calculation gives 0.50 eV.

Geometry as XYZ:
```
26
C6H18O2 | the Open Molecules 2025 dataset | the ωB97M-V functional and the def2-TZVPD basis
C -2.700 1.184 0.153
C -1.368 0.434 0.003
C -1.251 -0.730 1.030
C -0.006 -1.567 0.684
C 1.354 -0.976 0.311
C 1.848 -0.299 1.509
H -2.763 1.700 1.119
H -2.718 1.866 -0.673
H -3.497 0.348 0.023
H -1.479 0.109 -0.965
H -0.520 1.225 0.063
H -1.285 -0.316 2.018
H -2.076 -1.416 0.981
H -0.278 -2.458 0.011
H 0.122 -2.112 1.582
H 2.080 -1.869 0.167
H 1.371 -0.426 -0.600
H 1.307 0.632 1.737
H 2.890 0.253 1.362
H 1.943 -0.965 2.345
H -0.337 1.555 -2.235
H -0.756 0.294 -3.062
O 0.000 0.852 -2.644
H 2.201 1.509 -1.484
H 2.880 0.142 -1.895
O 3.037 1.030 -1.539
```

---

## B
The following is a quantum chemistry calculation of 3 unconnected molecules or ions with the total composition C6H18O2, from the Open Molecules 2025 dataset.

The SMILES is CCC(C)CC.O.O. For the LUMO energy, the calculation gives 0.47 eV.

Geometry as XYZ:
```
26
C6H18O2 | the Open Molecules 2025 dataset | the ωB97M-V functional and the def2-TZVPD basis
C -0.984 1.959 -1.221
C -0.020 1.902 -0.036
C 0.238 0.480 0.464
C 1.709 0.285 0.816
C -0.626 0.194 1.736
C -0.665 -1.299 2.081
H -0.415 1.751 -2.118
H -1.806 1.246 -1.182
H -1.430 2.934 -1.393
H -0.358 2.525 0.784
H 0.908 2.378 -0.373
H -0.195 -0.251 -0.201
H 2.179 -0.331 0.059
H 1.840 -0.287 1.741
H 2.318 1.173 0.984
H -0.221 0.869 2.499
H -1.629 0.615 1.590
H 0.142 -1.485 2.779
H -1.658 -1.522 2.467
H -0.667 -1.899 1.166
H 2.521 -1.373 -2.597
H 1.275 -1.878 -1.824
O 1.605 -1.162 -2.373
H -2.001 -1.962 -2.241
H -0.670 -2.622 -2.058
O -1.389 -2.238 -1.546
```

---

Preferred: B; penalty for the next structure: 0.0431 hartree.

---

## A
The following is a quantum chemistry calculation of 3 unconnected molecules or ions with the total composition C4H12O3, from the Open Molecules 2025 dataset.

The SMILES is C/C=C(/C)O.O.O. For the LUMO energy, the calculation gives 0.58 eV.

Geometry as XYZ:
```
19
C4H12O3 | the Open Molecules 2025 dataset | the ωB97M-V functional and the def2-TZVPD basis
C -0.952 3.753 -0.207
C -1.097 2.276 -0.270
C -0.112 1.337 -0.219
O 1.090 1.928 -0.009
C -0.413 -0.142 -0.179
H 0.040 3.998 -0.644
H -1.266 4.384 0.642
H -1.720 4.069 -0.961
H -2.021 1.988 -0.758
H 1.868 1.289 -0.025
H 0.088 -0.672 -0.957
H -1.447 -0.275 -0.088
H 0.047 -0.467 0.780
H -1.596 -5.266 -3.449
H -1.576 -3.797 -3.800
O -1.220 -4.404 -3.133
H 2.052 -3.482 3.397
H 3.276 -2.508 3.883
O 2.393 -2.864 4.039
```

---

## B
The following is a quantum chemistry calculation of 3 unconnected molecules or ions with the total composition C4H12O3, from the Open Molecules 2025 dataset.

The SMILES is CCCC=O.O.O. For the LUMO energy, the calculation gives 0.65 eV.

Geometry as XYZ:
```
19
C4H12O3 | the Open Molecules 2025 dataset | the ωB97M-V functional and the def2-TZVPD basis
O -1.796 -1.491 1.507
C -2.155 -1.331 0.367
C -1.360 -0.821 -0.799
C -1.524 0.689 -1.080
C -0.648 1.434 -0.033
H -3.215 -1.600 0.159
H -0.291 -1.004 -0.742
H -1.806 -1.393 -1.622
H -1.089 0.893 -2.055
H -2.509 1.146 -1.026
H -0.746 2.515 -0.151
H 0.398 1.245 -0.280
H -0.913 1.186 0.990
H 2.025 -4.594 -0.755
H 3.531 -4.830 -0.881
O 2.733 -5.155 -0.504
H 3.191 4.447 1.513
H 2.763 4.534 2.979
O 3.410 4.129 2.412
```

---

Preferred: B; penalty for the next structure: 0.0321 hartree.

---

## A
The following is a quantum chemistry calculation of 3 unconnected molecules or ions with the total composition C4H12O3, from the Open Molecules 2025 dataset.

The SMILES is CCCC=O.O.O. For the LUMO energy, the calculation gives 0.61 eV.

Geometry as XYZ:
```
19
C4H12O3 | the Open Molecules 2025 dataset | the ωB97M-V functional and the def2-TZVPD basis
O -0.178 -0.609 -0.073
C -0.440 0.449 -0.663
C 0.505 1.447 -0.929
C 1.502 0.699 -1.867
C 2.367 -0.475 -1.163
H -1.508 0.877 -0.833
H 0.001 2.299 -1.368
H 1.051 1.759 -0.061
H 1.020 0.291 -2.750
H 2.142 1.447 -2.299
H 1.844 -1.427 -0.848
H 2.908 0.010 -0.410
H 2.987 -0.722 -2.037
H 1.366 -1.972 3.259
H 0.856 -0.736 3.659
O 0.622 -1.622 3.656
H -4.373 -0.423 0.586
H -3.115 0.283 0.411
O -4.042 0.430 0.221
```

---

## B
The following is a quantum chemistry calculation of 3 unconnected molecules or ions with the total composition C4H12O3, from the Open Molecules 2025 dataset.

The SMILES is C/C=C(/C)O.O.O. For the LUMO energy, the calculation gives 0.69 eV.

Geometry as XYZ:
```
19
C4H12O3 | the Open Molecules 2025 dataset | the ωB97M-V functional and the def2-TZVPD basis
C -3.068 0.074 2.417
C -1.662 0.557 2.533
C -0.606 0.236 1.788
O -0.714 -0.162 0.485
C 0.817 0.440 2.186
H -3.864 0.774 2.641
H -3.257 -0.257 1.379
H -3.233 -0.900 2.887
H -1.491 1.258 3.329
H -1.644 -0.276 0.260
H 1.261 1.304 1.705
H 0.833 0.563 3.264
H 1.363 -0.471 1.951
H 4.484 0.378 -4.965
H 4.038 0.876 -6.320
O 3.706 0.428 -5.533
H 0.338 -1.364 -3.022
H 1.594 -2.131 -3.380
O 1.105 -1.327 -3.605
```

---

Preferred: B; penalty for the next structure: 0.0230 hartree.

---

## A
The following is a quantum chemistry calculation of 2 unconnected molecules or ions with the total composition CHO3PS2, from the Open Molecules 2025 dataset.

For the LUMO energy, the calculation gives 5.33 eV. The total charge is -2.

Geometry as XYZ:
```
8
CHO3PS2 | the Open Molecules 2025 dataset | the ωB97M-V functional and the def2-TZVPD basis
C 0.514 0.629 -0.417
O -1.163 -1.026 0.971
O -1.884 0.688 -0.767
O -0.841 1.293 1.510
P -1.099 0.314 0.406
S 1.290 1.751 -1.148
S 2.133 -1.690 -0.573
H 1.050 -1.959 0.018
```

---

## B
The following is a quantum chemistry calculation of a molecular structure, CHO3PS2, from the Open Molecules 2025 dataset.

For the LUMO energy, the calculation gives 6.19 eV. The total charge is -2.

Geometry as XYZ:
```
8
CHO3PS2 | the Open Molecules 2025 dataset | the ωB97M-V functional and the def2-TZVPD basis
C -0.216 -0.299 0.093
O -1.966 1.973 -0.334
O -2.818 -0.081 1.004
O -1.134 -0.458 -0.993
P -1.794 0.585 0.163
S 3.324 -0.817 -0.554
S 0.970 -1.254 0.569
H 3.635 0.351 0.051
```

---

Preferred: B; penalty for the next structure: 0.0309 hartree.

---

## A
The following is a quantum chemistry calculation of 8 unconnected molecules or ions with the total composition BrH14O7, from the Open Molecules 2025 dataset.

For the LUMO energy, the calculation gives 2.89 eV. The total charge is -1.

Geometry as XYZ:
```
22
BrH14O7 | the Open Molecules 2025 dataset | the ωB97M-V functional and the def2-TZVPD basis
Br -0.063 0.513 -0.309
O 3.315 -0.268 -0.217
H 2.397 0.000 -0.186
H 3.284 -1.216 -0.342
O -2.608 2.730 0.038
H -1.892 2.096 0.059
H -2.891 2.742 -0.877
O 0.638 2.476 2.216
H 0.330 1.916 1.503
H 0.651 1.904 2.983
O 0.519 1.340 -3.711
H 0.002 1.317 -2.906
H 1.234 0.723 -3.555
O 0.238 -1.396 2.686
H 0.770 -1.949 2.113
H -0.089 -0.702 2.114
O -2.860 -1.399 -0.116
H -2.534 -1.943 0.601
H -2.101 -0.884 -0.390
O 0.312 -2.967 -0.629
H 1.231 -2.997 -0.362
H 0.116 -2.034 -0.713
```

---

## B
The following is a quantum chemistry calculation of 8 unconnected molecules or ions with the total composition BrH14O7, from the Open Molecules 2025 dataset.

For the LUMO energy, the calculation gives 3.09 eV. The total charge is -1.

Geometry as XYZ:
```
22
BrH14O7 | the Open Molecules 2025 dataset | the ωB97M-V functional and the def2-TZVPD basis
Br -0.182 -0.125 -0.071
O -0.052 1.299 -3.449
H -0.604 2.073 -3.564
H -0.229 1.010 -2.554
O -1.570 -3.163 0.008
H -1.354 -3.228 -0.923
H -0.945 -2.526 0.355
O -1.143 -1.083 3.182
H -0.620 -0.427 3.643
H -0.908 -0.972 2.261
O 1.307 -2.545 -2.459
H 0.644 -1.989 -2.050
H 1.228 -2.365 -3.395
O -1.560 2.098 1.989
H -2.324 1.762 1.519
H -0.830 1.968 1.384
O 1.581 2.646 -0.865
H 0.987 2.370 -1.562
H 2.021 1.841 -0.591
O 1.869 0.283 2.362
H 1.455 0.687 3.124
H 1.228 0.385 1.658
```

---

Preferred: A; penalty for the next structure: 0.0121 hartree.